Molecular formula: C5H3NO
Method: DFT, ωB97M-V/def2-TZVPD

CARTESIAN COORDINATES (ANGSTROEM)
O 0.37 1.04 -1.72
N 0.09 1.93 -0.70
C 0.42 -0.20 -1.23
C 0.23 -0.17 0.11
C 0.12 -2.22 1.77
C -0.22 -1.22 1.01
C -0.01 1.21 0.38
H 0.56 -1.01 -1.94
H -0.27 1.64 1.33
H -1.29 -1.00 1.00

Output
- Relative energy (zero: lowest compared OMol25 entry of this formula, charge and spin): 473.94 kJ/mol
- Molecular weight: 93.08 g/mol
- Orbital gap: 9.333 eV